# 1
ORCA calculation (ωB97M-V with the def2-TZVPD basis set) on a 4-piece molecular cluster, C40H65F4N3O11P overall in a non-equilibrium geometry.

Properties
Molecular weight: 870.9 g/mol
Lowest unoccupied orbital energy: -4.565 eV
Largest force on an atom: 0.1031 Eh/bohr

The geometry in ORCA input format:
```
! wB97M-V def2-TZVPD RIJCOSX def2/J DEFGRID3
* xyz 1 1
C 1.083 -4.762 0.646
C 0.375 -5.082 -0.750
O -0.615 -4.061 -0.956
C -1.225 -4.157 -2.246
C -2.308 -2.979 -2.378
O -3.542 -3.628 -2.740
C -4.632 -2.712 -2.896
C -4.951 -1.851 -1.611
C -5.171 -2.708 -0.381
N -5.111 -4.163 -0.402
C -6.178 -4.643 -0.897
O -6.895 -5.154 -1.656
C -5.468 -2.053 0.916
F -5.664 -2.783 2.041
C -5.564 -0.542 0.901
P -6.010 0.194 2.595
O -7.540 0.910 2.574
O -4.815 1.239 3.094
C -5.353 0.245 -0.360
C -5.497 1.791 -0.407
F -4.415 2.446 -1.003
F -6.628 2.064 -1.205
F -5.705 2.444 0.770
N -5.058 -0.442 -1.567
C -4.840 0.246 -2.875
C -3.310 0.261 -3.360
C -2.251 0.425 -2.197
C -0.802 0.449 -2.906
C 0.282 0.549 -1.742
C 0.890 -0.934 -1.567
C 1.720 -1.028 -0.220
C 0.744 -1.023 1.043
C 1.423 -0.102 2.169
C 0.992 1.422 2.083
C 2.003 2.358 1.297
C 3.532 2.189 1.758
N 4.263 1.422 0.711
C 4.909 0.162 0.861
C 5.543 -0.286 -0.396
C 5.229 0.775 -1.447
C 4.457 1.763 -0.647
H 0.358 -4.310 1.381
H 1.505 -5.710 1.113
H 1.954 -4.054 0.536
H 1.169 -4.989 -1.546
H -0.056 -6.120 -0.662
H -0.505 -4.192 -3.114
H -1.805 -5.141 -2.257
H -2.317 -2.469 -1.372
H -1.965 -2.330 -3.233
H -5.549 -3.367 -3.071
H -4.470 -2.142 -3.847
H -7.624 1.626 1.908
H -4.593 1.118 4.049
H -5.196 1.305 -2.921
H -5.411 -0.298 -3.695
H -3.216 1.195 -4.006
H -3.035 -0.601 -4.026
H -2.312 1.416 -1.651
H -2.276 -0.379 -1.407
H -0.779 1.441 -3.466
H -0.655 -0.420 -3.606
H -0.215 0.910 -0.783
H 1.122 1.264 -1.972
H -0.012 -1.623 -1.605
H 1.568 -1.101 -2.461
H 2.374 -1.946 -0.290
H 2.370 -0.096 -0.173
H 0.597 -2.079 1.416
H -0.282 -0.587 0.825
H 2.533 -0.286 2.117
H 1.068 -0.516 3.163
H 0.870 1.839 3.125
H -0.014 1.516 1.556
H 1.734 3.435 1.560
H 1.933 2.262 0.177
H 3.616 1.628 2.728
H 4.027 3.210 1.826
H 4.946 -0.377 1.843
H 6.135 -1.225 -0.567
H 5.513 0.823 -2.526
H 4.015 2.729 -1.029
O -5.572 1.703 5.517
C -6.633 2.276 5.621
O -6.682 3.611 5.527
C -7.895 4.373 5.460
C -8.450 4.643 6.843
C -7.890 1.516 5.942
H -8.623 3.891 4.802
H -7.633 5.320 4.986
H -8.709 3.719 7.361
H -9.342 5.269 6.785
H -7.703 5.151 7.458
H -7.931 1.334 7.017
H -7.859 0.560 5.417
H -8.803 2.012 5.621
O 7.413 -2.576 -1.069
C 7.811 -3.684 -0.804
O 6.949 -4.623 -0.373
C 7.281 -6.005 -0.202
C 7.923 -6.250 1.148
C 9.279 -4.009 -0.866
H 7.896 -6.366 -1.031
H 6.339 -6.554 -0.257
H 8.862 -5.705 1.254
H 8.123 -7.314 1.293
H 7.265 -5.904 1.949
H 9.758 -3.664 0.052
H 9.713 -3.485 -1.717
H 9.494 -5.065 -1.013
O 4.039 4.138 -2.109
C 4.668 5.048 -2.594
O 5.946 4.859 -2.956
C 6.725 5.807 -3.697
C 7.339 6.845 -2.781
C 4.064 6.421 -2.722
H 6.135 6.254 -4.502
H 7.520 5.237 -4.179
H 6.577 7.429 -2.263
H 7.975 7.530 -3.346
H 7.943 6.360 -2.010
H 4.144 6.935 -1.762
H 3.011 6.312 -2.984
H 4.513 7.033 -3.501
*
```

Löwdin population analysis, charges in e, atoms 1 to 6:
1. C -0.078
2. C -0.239
3. O -0.206
4. C -0.164
5. C -0.146
6. O -0.143

---

# 2
ORCA calculation (ωB97M-V with the def2-TZVPD basis set) on one molecule with the formula C4H5NO2 in a non-equilibrium geometry.

Properties
Molecular weight: 99.1 g/mol
Structure (SMILES): O/N=C1\C=CCO1
Lowest unoccupied orbital energy: 0.882 eV
Largest force on an atom: 0.0693 Eh/bohr
Energy relative to the best compared isomer or geometry (same formula, charge and spin): 79.3 kcal per mole

The geometry in ORCA input format:
```
! wB97M-V def2-TZVPD RIJCOSX def2/J DEFGRID3
* xyz 0 1
C -0.642 -0.490 -0.038
C 1.629 -0.571 0.063
C 1.177 0.873 0.053
C -0.125 0.874 -0.143
H -3.615 -0.166 -0.358
H 2.007 -0.839 1.083
H 2.420 -1.036 -0.693
H 2.025 1.642 0.221
H -0.749 1.722 -0.257
N -1.833 -0.926 0.093
O -2.736 0.204 0.096
O 0.441 -1.286 -0.119
*
```

Löwdin population analysis, charges in e, atoms 1 to 6:
1. C -0.376
2. C -0.192
3. C -0.032
4. C -0.006
5. H 0.152
6. H 0.131

---

# 3
ORCA calculation (ωB97M-V with the def2-TZVPD basis set) on an isolated ion of composition C5H13N4OS and charge +1 in a non-equilibrium geometry.

Properties
Molecular weight: 177.3 g/mol
Structure (SMILES): C[N+]1(C(=O)NS(C)(=N)=N)CC1
Lowest unoccupied orbital energy: -2.747 eV
Largest force on an atom: 0.0982 Eh/bohr
Energy relative to the best compared isomer or geometry (same formula, charge and spin): 83.3 kcal per mole

The geometry in ORCA input format:
```
! wB97M-V def2-TZVPD RIJCOSX def2/J DEFGRID3
* xyz 1 1
C 0.294 0.130 0.522
C -1.157 -1.587 1.843
C 0.236 -1.994 2.137
C 0.114 -2.341 -0.339
C 1.663 2.857 -1.111
N -0.576 2.401 -2.551
N -0.859 3.299 -0.027
N -0.238 0.643 -0.556
N -0.166 -1.349 0.778
O 1.179 0.459 1.248
S -0.115 2.563 -1.105
H -1.930 -2.331 1.472
H -1.624 -0.658 2.316
H 0.947 -1.269 2.764
H 0.777 -2.933 1.928
H -0.020 -3.364 -0.039
H -0.671 -2.115 -1.075
H 1.170 -2.118 -0.808
H 2.105 3.531 -0.496
H 1.986 1.823 -1.016
H 1.924 3.078 -2.076
H -1.564 2.290 -2.525
H -1.827 3.500 0.327
H -0.836 0.223 -1.144
*
```

Löwdin population analysis, charges in e, atoms 1 to 6:
1. C -0.533
2. C -0.036
3. C 0.005
4. C 0.024
5. C -0.083
6. N -0.211

---

Which of these has the lowest largest force on an atom?
C4H5NO2

---

Among the records above, which one has the lowest largest force on an atom?
C4H5NO2